# 1
Here is C28H31BrN2O8 in the gas phase from the OMol25 dataset. Energies are from the ωB97M-V functional and the def2-TZVPD basis.

Geometry as XYZ:
```
70
Properties=species:S:1:pos:R:3:mulliken_charge:R:1
C -1.422 -4.447 -0.665 -0.57
H -0.408 -4.362 -0.267 0.23
H -1.608 -5.453 -1.032 0.29
H -1.558 -3.719 -1.468 0.21
O -2.378 -4.212 0.358 -0.38
C -2.215 -3.124 1.099 0.62
O -1.268 -2.380 1.014 -0.53
C -3.336 -2.976 2.109 -0.61
C -3.754 -1.512 2.194 -0.66
C -4.030 -0.976 0.805 0.79
O -3.762 -1.566 -0.213 -0.63
O -4.555 0.234 0.857 -0.35
C -4.898 0.895 -0.389 1.83
C -6.334 0.582 -0.769 -1.75
H -6.452 -0.490 -0.909 0.42
H -6.570 1.089 -1.700 0.35
H -7.004 0.935 0.011 0.42
C -3.911 0.521 -1.486 -0.55
O -4.239 0.125 -2.579 -0.63
C -2.519 0.864 -1.126 0.05
C -1.475 0.200 -1.685 -0.07
N -0.181 0.523 -1.459 0.25
C 0.099 1.577 -0.626 0.25
C -0.908 2.288 -0.046 -1.05
C -2.283 1.985 -0.255 1.00
C -3.339 2.726 0.230 -0.19
C -4.708 2.393 0.020 -0.09
O -5.665 3.109 0.220 -0.66
Br -3.036 4.374 1.136 -0.21
H -0.653 3.128 0.581 0.57
C 1.490 1.988 -0.370 -0.24
C 2.327 2.418 -1.393 -0.58
C 3.608 2.868 -1.126 -0.70
C 4.075 2.904 0.184 0.89
C 3.226 2.493 1.217 -0.96
C 1.953 2.049 0.943 -0.14
H 1.305 1.734 1.746 0.67
H 3.596 2.541 2.229 0.35
O 5.310 3.313 0.562 -0.45
C 6.212 3.753 -0.426 -0.89
H 5.828 4.628 -0.960 0.34
H 6.441 2.958 -1.143 0.33
H 7.120 4.028 0.108 0.26
H 4.225 3.200 -1.945 0.47
H 1.968 2.442 -2.413 0.57
C 0.843 -0.352 -1.992 -1.55
H 0.487 -0.739 -2.950 0.47
H 1.756 0.217 -2.156 0.50
C 1.143 -1.521 -1.038 0.16
N 2.168 -1.164 -0.077 0.88
C 2.035 -1.889 1.177 -0.38
C 3.086 -1.381 2.161 -0.61
H 3.043 -1.943 3.095 0.42
O 4.388 -1.560 1.653 -0.47
C 4.534 -0.878 0.432 -0.29
C 3.510 -1.351 -0.601 -0.85
H 3.631 -0.768 -1.516 0.45
H 3.700 -2.415 -0.834 0.30
H 5.549 -1.082 0.086 0.42
H 4.408 0.203 0.591 0.03
H 2.909 -0.315 2.361 0.17
H 1.034 -1.722 1.575 0.15
H 2.182 -2.974 1.028 0.24
H 0.232 -1.769 -0.491 -0.44
H 1.439 -2.401 -1.635 0.44
H -1.672 -0.630 -2.347 0.45
H -4.634 -1.374 2.821 0.42
H -2.942 -0.910 2.607 0.25
H -2.976 -3.319 3.081 0.23
H -4.166 -3.608 1.794 0.36
```

Results
Structure (SMILES): COC(=O)CCC(=O)O[C@]1(C)C(=O)C2=CN(CCN3CCOCC3)C(c3ccc(OC)cc3)=CC2=C(Br)C1=O
E_tot (eV): -118941.5525
Total charge: 0
Orbital gap (eV): 7.32
Highest occupied orbital energy (eV): -7.42

=====

# 2
Here is C28H31ClN7O7S2Y as an isolated structure at a distorted geometry from the OMol25 dataset. Energies are from the ωB97M-V functional and the def2-TZVPD basis.

Geometry as XYZ:
```
77
Properties=species:S:1:pos:R:3:mulliken_charge:R:1
Y 0.186 -0.436 0.020 0.53
O -2.908 2.001 0.098 -0.73
Cl -2.412 0.944 0.911 1.84
O -3.169 0.767 2.078 -0.66
O -1.009 1.229 1.244 -0.60
O -2.351 -0.278 0.122 -0.55
C 1.889 -1.413 6.362 -1.09
C 2.702 -1.981 5.206 -0.65
N 2.804 -1.063 4.071 0.08
C 4.026 -0.281 3.946 -0.86
C 3.957 1.058 4.668 -0.98
C 1.771 -0.927 3.218 0.77
S 1.920 0.250 1.968 -0.46
N 0.729 -1.733 3.500 -0.09
C -0.213 -2.120 2.675 0.05
O -0.285 -1.888 1.428 -0.57
C -1.306 -2.945 3.262 0.71
C -1.176 -3.499 4.533 -0.21
C -2.201 -4.258 5.068 -0.72
C -3.366 -4.460 4.342 -0.38
C -3.503 -3.903 3.079 -0.80
C -2.474 -3.151 2.535 -0.35
H 1.852 -2.136 7.176 0.34
H 0.874 -1.199 6.040 0.25
H 2.333 -0.496 6.745 0.36
H 2.262 -2.915 4.859 0.44
H 3.722 -2.193 5.531 0.40
H 4.221 -0.122 2.885 0.44
H 4.838 -0.890 4.347 0.39
H 3.121 1.644 4.295 0.27
H 4.874 1.621 4.494 0.40
H 3.842 0.924 5.742 0.29
H -0.266 -3.327 5.088 0.32
H -2.094 -4.693 6.051 0.41
H -4.169 -5.051 4.763 0.38
H -4.415 -4.053 2.516 0.40
H -2.571 -2.704 1.554 0.40
N -0.718 1.249 -1.822 -0.54
N -1.440 0.695 -2.886 -0.42
C -1.517 -0.622 -3.136 1.10
N -2.227 -0.958 -4.231 -0.52
S -0.786 -1.840 -2.242 -0.45
H -1.322 1.915 -1.343 0.45
H 0.126 1.708 -2.190 0.28
H -1.863 1.340 -3.538 0.22
H -2.780 -0.290 -4.741 0.18
H -2.372 -1.936 -4.407 0.22
O 2.096 -1.972 -0.463 -0.67
C 2.544 -1.122 -1.242 0.00
N 3.635 -1.203 -2.032 0.13
C 3.668 -0.075 -2.961 3.52
C 2.435 0.723 -2.459 -0.40
O 2.008 1.753 -2.958 -0.84
N 1.900 0.073 -1.412 0.14
C 3.503 -0.582 -4.380 -0.55
C 4.609 -1.151 -5.005 -0.22
C 4.494 -1.709 -6.266 -0.84
C 3.272 -1.697 -6.921 -0.46
C 2.170 -1.126 -6.305 -0.86
C 2.282 -0.572 -5.039 -0.05
C 4.897 0.798 -2.802 -0.85
C 5.107 1.833 -3.708 -0.20
C 6.197 2.672 -3.565 -0.89
C 7.090 2.484 -2.519 -0.38
C 6.880 1.458 -1.614 -0.89
C 5.784 0.620 -1.750 -0.35
H 4.073 -2.088 -2.225 0.31
H 5.568 -1.142 -4.504 0.42
H 5.361 -2.148 -6.740 0.40
H 3.181 -2.128 -7.908 0.40
H 1.215 -1.110 -6.811 0.43
H 1.414 -0.126 -4.571 0.29
H 4.407 1.982 -4.519 0.47
H 6.352 3.476 -4.271 0.40
H 7.944 3.138 -2.411 0.40
H 7.568 1.308 -0.793 0.41
H 5.614 -0.170 -1.033 0.42
```

Results
E_tot (eV): -89539.3391
Total charge: 0
Orbital gap (eV): 8.58
Highest occupied orbital energy (eV): -8.45

=====

# 3
Here is C28H31F2N5OPdS4 as an isolated structure from the OMol25 dataset. Energies are from the ωB97M-V functional and the def2-TZVPD basis.

Geometry as XYZ:
```
72
Properties=species:S:1:pos:R:3:lowdin_spin:R:1
Pd -0.483 0.400 0.138 1.40
F 3.407 3.799 -1.842 0.00
C 3.071 2.555 -1.445 0.01
C 1.754 2.301 -1.100 0.04
C 1.412 1.030 -0.677 0.28
C 2.366 0.006 -0.607 0.04
C 3.676 0.333 -0.963 0.01
F 4.645 -0.586 -0.899 0.01
C 4.055 1.595 -1.380 -0.01
C 1.934 -1.338 -0.157 0.02
C 2.726 -2.480 -0.129 0.00
C 2.187 -3.675 0.322 0.00
C 0.871 -3.723 0.748 0.01
C 0.130 -2.561 0.696 0.02
N 0.649 -1.414 0.249 0.16
H 1.035 3.106 -1.157 0.01
H 5.081 1.803 -1.650 0.00
H 3.750 -2.442 -0.456 0.00
H 2.803 -4.564 0.342 0.00
H 0.423 -4.636 1.114 0.00
H -0.898 -2.513 1.023 0.00
S 4.094 4.989 1.955 0.68
C 2.625 4.176 1.787 0.05
S 2.313 2.579 2.319 0.04
C 0.655 2.779 1.870 0.07
N 0.387 3.940 1.341 0.07
N 1.496 4.711 1.305 0.08
C 1.403 6.028 0.755 0.03
C 2.357 6.447 -0.164 0.04
C 2.277 7.743 -0.657 0.00
C 1.250 8.577 -0.247 0.02
C 0.289 8.128 0.658 0.01
C 0.355 6.844 1.166 0.01
S -0.543 1.556 2.151 0.39
H 3.105 5.759 -0.537 0.01
H 3.010 8.089 -1.373 0.00
H 1.190 9.585 -0.635 0.00
H -0.503 8.790 0.979 0.00
H -0.368 6.484 1.885 0.00
C -4.447 -1.286 2.500 0.00
C -4.818 -1.455 1.028 0.00
C -3.464 -1.731 0.407 0.00
O -2.529 -0.914 1.149 0.04
C -3.129 -0.531 2.412 0.00
H -4.303 -2.260 2.970 0.00
H -5.193 -0.740 3.073 0.00
H -5.237 -0.529 0.628 0.00
H -5.529 -2.260 0.851 0.00
H -3.394 -1.465 -0.648 0.00
H -3.187 -2.785 0.520 0.00
H -3.288 0.550 2.398 0.00
H -2.432 -0.779 3.214 0.00
C -2.891 0.969 -4.925 0.00
C -1.485 1.181 -4.392 0.01
N -1.402 2.335 -3.482 0.02
C -1.630 2.313 -2.184 0.04
S -2.168 0.845 -1.398 0.35
N -1.537 3.419 -1.456 0.02
C -1.182 4.745 -1.966 0.00
C -2.351 5.467 -2.622 0.00
H -2.899 0.122 -5.611 0.00
H -3.243 1.845 -5.470 0.00
H -3.590 0.758 -4.116 0.00
H -0.782 1.380 -5.199 0.00
H -1.126 0.308 -3.851 0.00
H -1.243 3.234 -3.914 0.00
H -1.796 3.336 -0.483 0.00
H -0.335 4.639 -2.651 0.00
H -0.816 5.312 -1.111 0.00
H -2.757 4.912 -3.468 0.00
H -2.026 6.441 -2.985 0.00
H -3.158 5.620 -1.906 0.00
```

Results
2S+1: 5
E_tot (eV): -91276.4437
Total charge: +2
Expectation value of S²: 6.03
Orbital gap (spin up / spin down) (eV): 7.31 / 4.95
Highest occupied orbital energy (spin up / spin down) (eV): -13.08 / -13.83

=====

# 4
Here is C28H31IrN3O9PS3 as an isolated structure from the OMol25 dataset. Energies are from the ωB97M-V functional and the def2-TZVPD basis.

Geometry as XYZ:
```
76
Properties=species:S:1:pos:R:3:lowdin_spin:R:1
Ir -0.467 -0.084 0.104 0.58
O 0.970 0.756 -4.035 0.00
C 1.526 1.919 -3.697 0.00
C 2.200 2.579 -4.738 0.00
C 2.807 3.797 -4.542 0.00
C 2.764 4.417 -3.291 0.00
C 2.120 3.777 -2.257 0.00
C 1.511 2.527 -2.429 0.00
C 0.909 1.881 -1.254 0.00
O 0.662 0.593 -1.359 0.02
N 0.669 2.548 -0.170 0.01
N 0.120 1.714 0.790 0.02
C 0.036 2.123 1.994 0.00
C -0.309 1.257 3.087 0.00
C -0.735 1.808 4.302 0.00
C -0.968 1.013 5.400 0.00
C -0.742 -0.363 5.289 0.00
C -0.297 -0.919 4.111 0.00
C -0.069 -0.128 2.972 0.00
O 0.401 -0.710 1.879 0.06
H 0.267 0.411 -3.441 0.00
H 2.201 2.093 -5.704 0.00
H 3.314 4.278 -5.369 0.00
H 3.230 5.380 -3.134 0.00
H 2.076 4.224 -1.272 0.00
H 0.334 3.151 2.183 0.00
H -0.885 2.880 4.364 0.00
H -1.317 1.444 6.329 0.00
H -0.926 -1.008 6.140 0.00
H -0.136 -1.985 4.021 0.00
C -3.145 0.686 -0.507 0.01
O -1.784 1.052 -0.659 0.23
H -3.731 1.454 -1.015 0.00
H -3.435 0.664 0.548 0.01
H -3.363 -0.279 -0.964 0.00
C -4.744 -2.573 -3.992 0.00
C -3.639 -3.601 -3.811 0.00
C -3.349 -3.870 -2.343 0.00
O -2.406 -3.293 -4.488 0.00
P -1.803 -1.817 -4.815 0.00
S -2.654 -1.006 -6.369 0.00
S -1.728 -0.754 -3.123 0.02
O -0.328 -2.264 -5.280 0.00
C 0.546 -3.257 -4.729 0.00
C 0.235 -4.619 -5.332 0.00
C 0.578 -3.294 -3.212 0.00
H -5.659 -2.962 -3.539 0.00
H -4.918 -2.371 -5.047 0.00
H -4.484 -1.633 -3.504 0.00
H -3.961 -4.534 -4.283 0.00
H -2.957 -2.962 -1.883 0.00
H -2.610 -4.669 -2.242 0.00
H -4.261 -4.164 -1.819 0.00
H 1.531 -2.942 -5.083 0.00
H -0.724 -4.987 -4.970 0.00
H 1.020 -5.329 -5.059 0.00
H 0.189 -4.546 -6.419 0.00
H -0.381 -3.625 -2.808 0.00
H 0.790 -2.312 -2.795 0.00
H 1.359 -3.992 -2.894 0.00
O -0.065 -2.122 -0.322 0.01
C -1.044 -2.591 0.320 0.01
N -1.899 -1.739 0.867 0.00
S -3.143 -2.515 1.620 0.00
O -3.072 -2.343 3.041 0.00
O -4.383 -2.234 0.964 0.00
C -2.558 -4.143 1.182 0.00
C -3.131 -5.370 1.430 0.00
C -2.462 -6.493 0.952 0.00
C -1.265 -6.373 0.249 0.00
C -0.703 -5.127 0.004 0.00
C -1.369 -4.019 0.488 0.00
H -4.067 -5.456 1.965 0.00
H -2.883 -7.475 1.121 0.00
H -0.775 -7.264 -0.122 0.00
H 0.212 -5.013 -0.563 0.00
```

Results
2S+1: 2
E_tot (eV): -97073.0261
Total charge: -1
Expectation value of S²: 0.76
Orbital gap (spin up / spin down) (eV): 6.02 / 5.10
Highest occupied orbital energy (spin up / spin down) (eV): -4.30 / -4.28

=====

# 5
Here is C28H31LaN2O7PS2 as an isolated structure at a distorted geometry from the OMol25 dataset. Energies are from the ωB97M-V functional and the def2-TZVPD basis.

Geometry as XYZ:
```
72
Properties=species:S:1:pos:R:3:mulliken_charge:R:1
C 3.835 -2.876 0.211 -0.71
C 3.741 -1.682 1.332 0.09
C 5.142 -0.814 1.454 -0.72
C 5.199 0.481 0.409 -0.33
C 4.299 1.766 0.915 -0.28
C 4.207 2.996 -0.177 -0.61
C 3.271 2.526 -1.472 -0.06
C 1.699 2.965 -1.308 -0.86
C 0.797 1.845 -0.521 -0.07
C 0.535 0.437 -1.027 1.26
C 1.158 -0.077 -2.461 -0.20
C 1.047 0.788 -3.837 -0.32
C 1.690 0.216 -5.189 -0.27
N 2.392 -1.060 -5.500 -0.31
C 2.425 -1.832 -4.227 -0.47
C 1.913 -1.490 -2.748 -0.19
C -0.410 -0.599 -0.114 -0.19
O -0.058 -1.880 0.002 -0.43
C -1.705 0.121 0.622 0.52
C -3.194 -0.618 0.809 -0.45
C -3.289 -2.164 0.253 -0.12
C -3.145 -2.322 -1.372 -1.83
O -3.022 -3.744 -1.817 -0.25
C -1.717 -4.308 -1.440 0.25
O -1.712 -5.178 -0.392 -0.36
C -4.465 0.205 1.518 0.36
S -6.111 -0.674 1.633 1.20
C -5.953 -2.036 2.921 -0.83
O -6.397 -1.300 0.212 -0.59
O -7.330 0.225 1.942 -0.55
C -4.138 1.733 2.056 -0.26
P -5.483 2.778 2.945 0.15
S -6.228 4.069 1.683 -0.24
C -2.651 2.477 1.899 0.14
O -2.435 3.865 2.385 -0.26
C -1.906 3.763 3.772 0.37
N -1.135 3.510 4.809 -0.33
C -1.420 1.674 1.174 -0.02
C 0.096 2.334 0.916 -0.11
O 0.694 3.138 1.802 -0.43
H 4.192 -2.431 -0.835 0.17
H 4.451 -3.819 0.542 0.38
H 2.725 -3.263 0.006 0.05
H 3.568 -2.220 2.381 0.32
H 2.792 -1.009 1.140 -0.23
H 6.035 -1.555 1.263 0.34
H 5.224 -0.450 2.582 0.32
H 4.875 0.051 -0.640 0.06
H 6.350 0.761 0.314 0.33
H 4.813 2.180 1.907 0.39
H 3.209 1.367 1.180 -0.10
H 3.822 3.979 0.339 0.33
H 5.280 3.193 -0.600 0.33
H 3.382 1.363 -1.539 -0.19
H 3.677 3.092 -2.434 0.37
H 1.696 3.968 -0.664 0.43
H 1.215 3.280 -2.352 0.21
H 0.498 1.831 -3.832 0.37
H 1.594 0.939 -6.137 0.36
H 2.933 -2.909 -4.347 0.39
H 2.078 -2.255 -1.867 0.44
H -4.266 -2.743 0.622 0.20
H -2.390 -2.751 0.775 0.40
H -4.163 -1.940 -1.846 0.63
H -2.293 -1.687 -1.862 1.17
H -0.693 -4.116 -1.973 0.28
H -5.296 -1.704 3.833 0.38
H -7.047 -2.352 3.219 0.40
H -5.443 -2.984 2.446 0.31
H -6.461 2.001 3.663 0.23
H -4.764 3.574 3.949 0.15
La -1.830 -0.647 -3.309 2.09
```

Results
E_tot (eV): -78607.3288
Total charge: +3
Orbital gap (eV): 2.62
Highest occupied orbital energy (eV): -15.47

=====

# 6
Here is C28H31N5O2RuSe as an isolated structure at a distorted geometry from the OMol25 dataset. Energies are from the ωB97M-V functional and the def2-TZVPD basis.

Geometry as XYZ:
```
68
Properties=species:S:1:pos:R:3:mulliken_charge:R:1
Ru 0.372 -0.203 0.512 0.30
C -0.338 -0.347 3.611 -0.99
N -0.992 -0.335 2.290 0.72
C -1.986 0.761 2.295 -1.53
C -1.730 -1.602 2.051 -1.34
C -2.042 -1.776 0.588 1.06
C -3.211 -2.395 0.159 -1.00
C -3.426 -2.645 -1.190 -0.84
C -2.474 -2.275 -2.129 -0.75
C -1.315 -1.622 -1.718 -0.62
C -1.113 -1.379 -0.374 1.36
H -1.081 -0.482 4.400 0.43
H 0.179 0.596 3.777 0.33
H 0.392 -1.147 3.678 0.24
H -2.660 0.647 3.151 0.37
H -2.571 0.738 1.380 0.49
H -1.480 1.719 2.374 0.31
H -2.645 -1.628 2.648 0.50
H -1.108 -2.436 2.378 0.53
H -3.952 -2.692 0.893 0.49
H -4.339 -3.130 -1.507 0.43
H -2.627 -2.485 -3.180 0.49
H -0.585 -1.319 -2.458 0.46
C 2.528 0.208 -3.340 -1.11
C 1.644 0.358 -2.268 -0.47
N 1.654 -0.442 -1.214 0.80
C 2.554 -1.447 -1.171 -0.09
C 3.488 -1.660 -2.192 0.95
C 3.455 -0.801 -3.304 -0.83
C 4.439 -2.725 -2.067 -0.99
C 4.457 -3.507 -0.969 -0.98
C 3.510 -3.304 0.088 0.80
C 3.504 -4.085 1.257 -0.66
C 2.558 -3.845 2.218 -1.65
C 1.609 -2.846 1.995 -0.40
N 1.594 -2.089 0.914 0.51
C 2.545 -2.296 -0.029 -0.05
H 2.468 0.894 -4.173 0.50
H 0.918 1.160 -2.269 0.38
H 4.160 -0.943 -4.114 0.48
H 5.144 -2.882 -2.873 0.46
H 5.178 -4.307 -0.868 0.46
H 4.244 -4.865 1.384 0.48
H 2.523 -4.414 3.136 0.48
H 0.838 -2.674 2.729 0.68
C -2.902 1.972 -2.955 -0.73
N -2.980 2.991 -1.915 0.17
C -3.919 3.997 -1.837 -0.40
C -3.679 4.680 -0.698 -0.44
N -2.593 4.087 -0.089 0.17
C -2.020 4.459 1.197 -0.71
C -2.174 3.056 -0.844 -0.24
Se -0.717 1.942 -0.499 -0.26
H -3.637 2.198 -3.722 0.31
H -3.106 0.992 -2.528 0.29
H -1.907 1.964 -3.393 0.29
H -4.669 4.142 -2.595 0.47
H -4.186 5.532 -0.280 0.47
H -2.449 5.402 1.522 0.33
H -0.942 4.561 1.101 0.30
H -2.239 3.691 1.935 0.28
C 3.208 2.981 1.217 -0.79
O 2.162 2.191 0.578 -0.22
C 1.838 1.070 1.135 1.04
O 2.278 0.509 2.096 -0.45
H 3.433 3.781 0.523 0.26
H 4.087 2.367 1.397 0.35
H 2.832 3.384 2.154 0.33
```

Results
E_tot (eV): -108998.8781
Total charge: +2
Orbital gap (spin up / spin down) (eV): 6.44 / 5.79
Highest occupied orbital energy (spin up / spin down) (eV): -13.36 / -13.38